# C22H44Cl2O5SSiW

A structure of composition C22H44Cl2O5SSiW at a distorted geometry (wB97M-V/def2-TZVPD, OMol25).

Geometry (Å):
C (-0.80002, 1.75430, -4.37214)
C (-1.71668, 0.84233, -3.71061)
C (-0.93826, -0.17088, -3.06900)
C (-3.20196, 0.90687, -3.75771)
C (0.45729, -0.06287, -3.52919)
C (0.54118, 1.27023, -4.14335)
C (1.78330, 1.96931, -4.53728)
C (-1.15484, 2.98376, -5.12528)
C (-1.44865, -1.30249, -2.26922)
C (1.47423, -0.95092, -3.26500)
W (-0.37713, 1.89177, -2.14758)
Cl (-4.06731, -0.58491, 0.29498)
Cl (-2.32574, 2.98940, -1.41569)
O (2.56844, -2.43876, -0.75101)
H (-3.56832, 1.93959, -3.72613)
H (-3.64692, 0.35358, -2.92095)
H (-3.56767, 0.45266, -4.69197)
H (-2.45233, -1.10324, -1.86486)
H (-0.79339, -1.49395, -1.41039)
H (-1.46809, -2.23181, -2.86543)
H (1.23045, -2.00700, -3.16334)
H (2.36766, -1.93320, -1.56516)
H (2.50479, -0.62775, -3.39210)
H (2.56101, 1.23801, -4.78015)
H (2.16056, 2.61819, -3.73404)
H (1.59494, 2.60459, -5.41196)
H (-2.09487, 3.41191, -4.76344)
H (-1.27391, 2.76127, -6.19485)
H (-0.36918, 3.74378, -5.03301)
H (1.73154, -2.42277, -0.25021)
O (0.66026, 3.39917, -1.90887)
H (0.50633, 4.35890, -1.94506)
C (-0.50030, -3.23230, 2.65193)
C (-1.35618, -2.63167, 1.55075)
C (-1.85552, -3.69965, 0.59133)
C (-2.53026, -1.91829, 2.17056)
O (-0.57514, -1.69476, 0.74738)
Si (0.32486, -0.42734, 1.30690)
S (0.78222, 0.94102, -0.25017)
O (-0.40439, 0.21625, 2.62849)
C (-0.90529, 1.52692, 3.05384)
C (-1.97253, 2.02296, 2.09158)
C (-1.48688, 1.31533, 4.44470)
C (0.25696, 2.50846, 3.10174)
O (1.71652, -1.13086, 1.82731)
C (3.09822, -0.79811, 2.14744)
C (3.77041, -0.17376, 0.93967)
C (3.14731, 0.13228, 3.34853)
C (3.78534, -2.11430, 2.47245)
H (-1.09123, -3.99118, 3.18470)
H (-0.19700, -2.47078, 3.38012)
H (0.38861, -3.72076, 2.23552)
H (-2.45801, -4.43467, 1.14044)
H (-2.48467, -3.25000, -0.18499)
H (-1.01235, -4.22310, 0.12651)
H (-2.18467, -1.16043, 2.87798)
H (-3.16675, -1.37625, 1.33076)
H (-3.19990, -2.65101, 2.64156)
H (-2.75990, 1.27665, 1.92477)
H (-2.42838, 2.93597, 2.50228)
H (-1.54058, 2.27172, 1.11506)
H (-0.73668, 0.89126, 5.12488)
H (-1.81538, 2.27598, 4.86169)
H (-2.35445, 0.64462, 4.41334)
H (1.00748, 2.17617, 3.82933)
H (0.71777, 2.61684, 2.11067)
H (-0.10723, 3.49503, 3.42046)
H (3.32019, 0.79211, 0.68398)
H (4.83425, -0.01476, 1.16446)
H (3.67372, -0.85887, 0.08690)
H (2.59875, -0.30051, 4.19484)
H (4.19282, 0.27292, 3.65623)
H (2.73399, 1.11815, 3.10853)
H (3.31110, -2.60142, 3.33182)
H (3.74951, -2.78450, 1.60733)
H (4.83689, -1.93048, 2.72639)

Forces on the atoms, in the same order (eV/Å):
C -0.3 -0.6 1.1
C 0.8 0.2 -0.3
C 0.3 0.4 -0.9
C -0.4 0.0 0.0
C 0.1 0.2 -0.1
C -0.8 -0.7 1.1
C 0.5 0.3 -0.3
C -0.1 0.3 -0.3
C -0.2 -0.6 0.3
C 0.0 0.0 -0.6
W -2.0 -2.4 -0.5
Cl -2.4 1.8 -2.6
Cl -0.5 0.6 0.1
O -0.3 -0.4 -0.2
H 0.1 -0.2 0.1
H 0.1 0.2 -0.1
H 0.1 0.0 0.1
H 0.3 -0.1 -0.1
H -0.2 0.1 -0.3
H -0.1 0.1 0.0
H 0.1 0.2 0.3
H -0.2 0.0 0.4
H 0.0 -0.3 -0.2
H 0.0 0.1 -0.1
H 0.0 -0.2 -0.2
H 0.2 -0.1 0.0
H 0.1 0.0 0.0
H 0.0 0.1 0.0
H -0.2 -0.1 0.0
H 0.4 0.2 -0.2
O 2.1 3.4 0.3
H -0.3 -0.7 0.1
C 0.4 -0.5 0.0
C -0.2 0.4 0.2
C 0.1 -0.2 -0.2
C -0.4 0.1 -0.2
O 0.4 0.0 0.6
Si -0.6 0.0 -0.6
S 0.4 -0.3 0.5
O 0.0 1.0 0.4
C 0.3 -0.8 -0.6
C -0.2 0.0 -0.2
C -0.1 -0.1 0.3
C 0.1 0.2 0.1
O 1.0 0.0 0.4
C -1.0 -0.1 -0.4
C 0.3 0.2 -0.2
C 0.1 0.1 0.2
C 0.1 -0.3 0.1
H 0.1 0.1 -0.1
H 0.0 -0.1 -0.2
H 0.1 0.1 0.1
H 0.1 0.1 -0.1
H 0.1 0.0 0.2
H 0.0 0.0 0.0
H -0.2 -0.3 0.1
H 1.8 -1.5 2.3
H 0.1 0.1 0.2
H 0.2 0.1 0.0
H 0.0 -0.1 -0.1
H -0.1 -0.1 0.2
H -0.1 0.0 -0.2
H 0.0 -0.1 -0.1
H 0.2 0.1 -0.1
H -0.1 0.0 -0.1
H -0.1 -0.1 0.2
H 0.0 -0.1 -0.1
H 0.1 -0.2 0.0
H -0.1 0.0 0.0
H 0.0 0.4 0.3
H 0.0 0.1 -0.2
H -0.1 0.0 0.0
H 0.0 -0.2 0.0
H 0.0 0.0 -0.1
H -0.1 0.1 0.1
H -0.1 0.0 0.0

- Net charge: -2
- Kohn-Sham gap (spin up / spin down): 4.985 / 5.168 eV
- ⟨S²⟩: 2.014
- Energy relative to the best compared isomer or geometry (same formula, charge and spin): 0.0 kcal per mole
- 2S+1: 3



# C22H44Cl3N6O4S2V

A structure of composition C22H44Cl3N6O4S2V at a distorted geometry (wB97M-V/def2-TZVPD, OMol25).

Geometry (Å):
V (7.19445, 1.28076, 17.09844)
C (6.79015, 2.35401, 21.47043)
N (8.16679, 2.46727, 20.99376)
C (9.29467, 2.59280, 22.03200)
C (10.49805, 3.03097, 21.25286)
N (9.95495, 3.09284, 19.87593)
C (10.80284, 3.50500, 18.79108)
C (8.62241, 2.79249, 19.75544)
N (7.91174, 2.77718, 18.57453)
C (7.43335, 4.02443, 17.91997)
C (7.86389, 4.02075, 16.45392)
N (7.41353, 2.76374, 15.76692)
C (6.91910, 2.85509, 14.49908)
N (5.67132, 3.26644, 14.13227)
C (4.58000, 3.92200, 14.84523)
C (5.55655, 3.22975, 12.63217)
C (6.92521, 2.91076, 12.12453)
N (7.64915, 2.63586, 13.36155)
C (8.91584, 1.93120, 13.38290)
H (6.50940, 3.21369, 22.00640)
H (6.48702, 1.37727, 21.94420)
H (6.27195, 2.43281, 20.48054)
H (9.35992, 1.63620, 22.55446)
H (8.97864, 3.33391, 22.77563)
H (11.32992, 2.33511, 21.39264)
H (10.75924, 4.06245, 21.60068)
H (11.68615, 2.85112, 18.68375)
H (11.22775, 4.49165, 18.93161)
H (10.20411, 3.54492, 17.91393)
H (7.80490, 4.86303, 18.49089)
H (6.31073, 3.99374, 18.01764)
H (8.97928, 4.09676, 16.39193)
H (7.44732, 4.85176, 15.89697)
H (4.98919, 4.66923, 15.52497)
H (3.98404, 3.24550, 15.45049)
H (3.93285, 4.38551, 14.08826)
H (5.26833, 4.23443, 12.31190)
H (4.70574, 2.67610, 12.29541)
H (7.42454, 3.72322, 11.55395)
H (6.96203, 2.02403, 11.48390)
H (9.11424, 1.50196, 12.40042)
H (8.98300, 1.17304, 14.18023)
H (9.81522, 2.61619, 13.51787)
Cl (2.66346, 0.06627, 17.80615)
C (4.07007, -0.23807, 18.71771)
Cl (4.29465, -1.97408, 18.78510)
Cl (3.97172, 0.37727, 20.54842)
C (5.31556, 0.45887, 18.20071)
O (6.42917, 0.02609, 18.61097)
O (5.24072, 1.49186, 17.46841)
C (4.17649, -2.46241, 12.47649)
C (3.85983, -1.28634, 13.42897)
C (4.51913, -1.28776, 14.78968)
S (6.38503, -1.02356, 14.56879)
O (6.63956, 0.32745, 15.37935)
C (7.08480, -2.27706, 15.68717)
C (6.96217, -3.78537, 15.37973)
C (7.74704, -4.24788, 14.12994)
H (3.77752, -2.26422, 11.47308)
H (3.75760, -3.39058, 12.85063)
H (5.24525, -2.60271, 12.32928)
H (2.76022, -1.11814, 13.59560)
H (4.09012, -0.38501, 12.88464)
H (4.42400, -2.20484, 15.36721)
H (4.18737, -0.39566, 15.38391)
H (6.48562, -2.07704, 16.58765)
H (8.13677, -1.92331, 15.68081)
H (5.88389, -3.93087, 15.33007)
H (7.36248, -4.27621, 16.33608)
H (8.53780, -3.52281, 13.76586)
H (7.10308, -4.48546, 13.34258)
H (8.34565, -5.15046, 14.27384)
C (11.35075, -0.12016, 17.19760)
S (9.86579, 0.07824, 18.14646)
C (9.36719, -1.66148, 18.61131)
O (8.94237, 0.55613, 16.92037)
H (12.15079, 0.16547, 17.91403)
H (11.34959, 0.63006, 16.44063)
H (11.48625, -1.10667, 16.75516)
H (9.96331, -1.95712, 19.51747)
H (9.83794, -2.34596, 17.87905)
H (8.28348, -1.75256, 18.79893)

Forces on the atoms, in the same order (eV/Å):
V 0.8 2.2 -0.6
C -0.3 -1.4 -3.2
N 1.6 0.0 1.2
C -2.5 -0.5 -0.1
C -0.6 1.1 -0.2
N 0.1 0.0 0.0
C 0.7 -0.2 0.4
C -0.4 0.2 -0.1
N 0.4 -0.8 0.9
C -0.6 -1.0 0.5
C 0.4 -0.2 -0.6
N -0.3 0.0 1.0
C -0.7 1.0 -1.1
N 0.9 -0.8 -1.2
C 0.4 0.0 0.4
C -0.7 2.2 0.9
C 1.1 -0.7 -0.4
N 0.0 -0.5 1.8
C 1.8 0.8 0.1
H -0.2 0.9 1.1
H 0.8 1.1 -0.4
H -0.3 -0.3 0.9
H 0.3 0.0 -0.1
H 0.0 -0.1 -0.2
H 0.1 0.2 -0.5
H 0.3 -0.9 -0.5
H -0.5 -0.1 -0.1
H -0.1 0.4 0.3
H -0.3 -0.3 -0.9
H 0.1 0.6 -0.2
H 0.9 0.4 -0.4
H -0.8 0.0 0.0
H 0.0 0.5 0.2
H -0.1 0.2 -0.1
H 0.0 -0.3 -0.1
H 0.3 0.0 0.4
H 0.2 0.2 0.1
H -0.2 -1.2 0.0
H -0.4 -0.3 0.5
H -0.1 0.0 0.1
H -0.4 -0.3 0.1
H -0.4 0.3 -0.4
H -1.2 -0.5 0.1
Cl -0.7 0.7 -0.2
C 0.1 -0.2 2.0
Cl 0.3 -0.3 0.1
Cl -0.2 -0.5 -2.0
C 0.0 0.8 0.9
O -0.1 0.0 -0.9
O -0.6 -1.2 0.5
C -0.4 0.4 0.3
C -1.2 -0.2 -0.5
C 1.1 0.9 0.0
S -0.9 1.5 1.2
O -0.4 -2.3 -1.4
C 0.0 0.2 -0.1
C 1.1 0.6 0.8
C 1.7 0.6 0.9
H -0.1 -0.1 0.4
H -0.1 -0.2 0.0
H 0.2 0.1 0.2
H 0.8 -0.7 -0.1
H 0.6 0.6 0.0
H -0.3 -0.1 0.0
H 0.5 -0.9 -0.4
H 0.8 0.1 0.2
H -0.5 -0.3 0.6
H 0.1 -0.8 -0.1
H -0.7 0.5 -1.4
H -1.1 -0.4 0.5
H -1.0 -0.1 -1.4
H -0.3 -0.1 0.4
C 1.2 -0.4 1.5
S -1.7 0.1 -1.3
C 1.8 -0.2 0.0
O 1.4 -1.9 1.6
H -0.1 -0.6 -0.6
H -0.3 0.6 -0.5
H 0.0 0.0 0.2
H -0.7 0.8 -0.4
H -1.0 0.3 -0.2
H 0.6 0.2 -0.3

- Net charge: +2
- Kohn-Sham gap (spin up / spin down): 8.328 / 8.769 eV
- ⟨S²⟩: 2.012
- 2S+1: 3



# C22H44F3N4

A cluster of 3 separate species, C22H44F3N4 in total at a distorted geometry (wB97M-V/def2-TZVPD, OMol25).

Geometry (Å):
C (-2.17255, 1.02830, 1.37300)
C (-2.67734, 0.36107, -0.03920)
C (-2.57121, -1.30151, -0.06554)
N (-3.26684, -1.76236, 1.23827)
C (-2.33321, -2.41332, 2.22787)
C (-2.98946, -2.90168, 3.68668)
C (-2.13793, -3.58987, 4.90604)
C (-0.64811, -2.90050, 4.93376)
C (-0.15856, -2.63253, 6.50951)
F (-0.81325, -1.41670, 7.09764)
F (-0.33502, -3.85502, 7.32617)
F (1.31696, -2.33390, 6.48468)
C (-4.62576, -2.60775, 3.87720)
C (-5.32153, -1.86798, 2.54723)
N (-4.59679, -1.48406, 1.30376)
H (-2.65049, 0.55710, 2.33704)
H (-1.01171, 0.85894, 1.45213)
H (-2.43785, 2.19034, 1.42264)
H (-2.06651, 0.82759, -0.92105)
H (-3.82876, 0.61854, -0.14628)
H (-3.11998, -1.76678, -0.99993)
H (-1.42574, -1.56291, -0.02579)
H (-1.19543, -2.58638, 2.01541)
H (-2.12316, -4.76709, 4.86618)
H (-2.68483, -3.26741, 5.91698)
H (-0.63999, -1.83532, 4.42406)
H (0.13111, -3.63638, 4.46253)
H (-5.20939, -2.89481, 4.84929)
H (-6.47425, -1.60190, 2.63974)
C (0.61585, 0.97461, -3.06885)
C (0.93381, -0.23521, -3.94446)
N (0.12630, -1.41747, -3.63366)
C (0.63217, -2.64412, -4.25455)
C (0.62354, -2.71975, -5.77748)
C (-1.32653, -1.24139, -3.68743)
C (-1.93465, -0.75297, -4.99821)
H (0.68584, 0.72459, -2.00498)
H (1.33125, 1.77876, -3.27144)
H (-0.38467, 1.37054, -3.26908)
H (1.99167, -0.47527, -3.77502)
H (0.84308, 0.05388, -4.99514)
H (0.08309, -3.50700, -3.85681)
H (1.66544, -2.79372, -3.91717)
H (-0.38498, -2.86524, -6.16915)
H (1.21759, -3.57888, -6.10601)
H (1.05700, -1.83019, -6.24247)
H (-1.61589, -0.53827, -2.89670)
H (-1.81931, -2.18031, -3.40079)
H (-1.38644, 0.09081, -5.42698)
H (-2.96109, -0.41247, -4.82014)
H (-1.98917, -1.54886, -5.74249)
C (5.47298, 2.68898, -0.41178)
C (3.95077, 2.65145, -0.52546)
N (3.26449, 2.55783, 0.76553)
C (1.84419, 2.22027, 0.64347)
C (0.93743, 3.22593, -0.05762)
C (3.57824, 3.60256, 1.74262)
C (3.33412, 5.05210, 1.33550)
H (5.84926, 1.83955, 0.16795)
H (5.92189, 2.63840, -1.40948)
H (5.82368, 3.61386, 0.05675)
H (3.70295, 1.76409, -1.12261)
H (3.61671, 3.51910, -1.10107)
H (1.43270, 2.01050, 1.63892)
H (1.76722, 1.26719, 0.10535)
H (0.73883, 4.09695, 0.56974)
H (-0.03114, 2.76153, -0.27008)
H (1.34930, 3.56568, -1.01174)
H (4.63380, 3.50261, 2.02397)
H (3.03496, 3.40453, 2.67654)
H (3.71282, 5.27671, 0.33427)
H (3.85304, 5.71967, 2.03285)
H (2.27542, 5.31273, 1.37538)

Forces on the atoms, in the same order (eV/Å):
C 0.4 0.0 0.0
C -1.1 0.2 0.5
C 0.3 1.8 -0.4
N 2.5 -2.0 2.1
C -4.7 0.0 2.5
C -3.0 1.4 -2.2
C -0.4 1.4 0.2
C 0.3 -0.1 1.2
C 1.7 0.3 0.0
F 2.0 -4.4 -1.6
F 0.3 4.4 -2.3
F -4.9 -1.0 0.3
C 3.5 1.2 -4.7
C 2.9 -0.9 1.1
N -0.2 -2.2 4.9
H 0.7 0.8 -2.0
H -2.2 0.6 -0.1
H 0.8 -2.6 -0.3
H -1.2 -1.1 1.6
H 2.5 -0.5 -0.1
H 1.2 0.9 2.1
H -2.5 0.1 0.0
H -2.6 0.6 0.0
H 0.0 2.5 -0.2
H 1.0 -0.8 -2.3
H 0.0 -2.3 1.1
H -1.3 1.7 1.0
H 1.2 0.7 -2.1
H 2.8 -0.5 -0.7
C -0.1 0.0 -0.1
C -0.1 0.0 0.3
N 0.0 -0.3 0.3
C 0.2 0.0 0.1
C 0.0 -0.2 -0.3
C 0.2 0.2 0.1
C -0.3 0.1 -0.2
H 0.0 0.0 -0.1
H -0.1 -0.1 0.0
H 0.1 0.0 0.0
H -0.2 -0.3 -0.1
H 0.0 0.1 -0.2
H -0.1 0.2 0.0
H -0.1 0.2 0.1
H 0.1 0.1 0.0
H -0.1 0.1 0.0
H -0.1 -0.1 0.1
H 0.2 0.1 0.0
H 0.3 -0.1 -0.1
H 0.0 -0.1 0.1
H 0.1 0.0 0.0
H 0.1 0.1 0.0
C 0.0 0.1 0.1
C 0.2 -0.2 0.2
N -0.4 -0.3 0.1
C 0.3 -0.1 0.0
C -0.3 0.2 0.0
C 0.3 -0.1 0.1
C 0.0 0.3 0.1
H -0.1 0.1 0.0
H -0.1 0.0 0.1
H 0.0 -0.1 0.0
H -0.2 0.1 0.2
H 0.0 0.1 -0.2
H 0.2 0.1 0.0
H 0.2 0.0 -0.1
H 0.1 0.0 -0.1
H 0.0 0.0 0.0
H 0.0 0.0 0.1
H -0.1 -0.1 -0.2
H -0.1 -0.2 -0.3
H 0.0 -0.1 0.1
H -0.1 -0.1 -0.1
H 0.1 0.0 -0.1

- Net charge: +1
- Kohn-Sham gap: 4.533 eV
- Energy relative to the best compared isomer or geometry (same formula, charge and spin): 229.7 kcal per mole
- 2S+1: 1